Record 1
C37H54Cl2I2N2O3P2STi as an isolated structure at a distorted geometry, computed with wB97M-V/def2-TZVPD.

Atoms and positions in Å:
Ti -4.8917 -17.8856 6.3338
C -1.8967 -18.2840 12.0676
C -3.2942 -17.6969 12.1699
C -3.1279 -16.2950 12.8124
P -4.1145 -17.5233 10.4921
C -5.9308 -17.0268 10.7704
C -6.7641 -17.8237 11.7468
C -5.9866 -15.5543 11.0706
C -4.3616 -19.3034 10.1162
C -4.5523 -20.2479 11.1220
C -4.8705 -21.5591 10.8604
C -5.0404 -21.9242 9.5299
C -4.8740 -21.0235 8.4894
C -4.4066 -19.7367 8.7773
N -3.8069 -18.9595 7.7045
C -2.3915 -19.0263 7.7558
C -1.7385 -19.9493 8.5950
C -0.3595 -20.0021 8.6792
C 0.4483 -19.2816 7.8468
C -0.1592 -18.3989 6.9962
C -1.5350 -18.2658 6.8907
P -2.3871 -17.0937 5.7957
C -1.7930 -15.4704 6.3447
C -2.2867 -14.2701 5.5140
C -2.0721 -15.3381 7.8003
C -1.6815 -17.4357 4.0910
C -0.3962 -16.7099 3.6911
C -1.5146 -18.9317 3.8806
H -1.3358 -18.3042 12.9687
H -1.2943 -17.6831 11.3789
H -1.9307 -19.3243 11.7219
H -3.9142 -18.3512 12.8249
H -2.7330 -15.6065 12.0701
H -2.4362 -16.3233 13.6410
H -4.0626 -15.9175 13.1678
H -6.3427 -17.1953 9.7625
H -6.2973 -17.7884 12.7596
H -6.8213 -18.8806 11.4066
H -7.7628 -17.3688 11.7716
H -5.6424 -15.4139 12.0796
H -7.0027 -15.1165 11.0502
H -5.3229 -14.9423 10.4095
H -4.5118 -19.9665 12.1875
H -5.0819 -22.2871 11.6454
H -5.3280 -22.9596 9.3504
H -4.9594 -21.3154 7.4757
H -2.3204 -20.6325 9.1706
H 0.0630 -20.7984 9.3572
H 1.5527 -19.2814 7.8334
H 0.5038 -17.8663 6.3466
H -0.7239 -15.5873 6.1701
H -3.3802 -14.1784 5.6838
H -2.0586 -14.3814 4.4780
H -1.7227 -13.3891 5.8224
H -3.1461 -15.5060 7.9693
H -1.8140 -14.3301 8.1236
H -1.4931 -16.0542 8.4074
H -2.5110 -17.0557 3.4093
H 0.5153 -17.1329 4.1296
H -0.4926 -15.7043 3.8632
H -0.3229 -16.8452 2.5931
H -2.3241 -19.4947 4.2818
H -0.6180 -19.2374 4.4492
H -1.4602 -19.1845 2.8403
I -10.3833 -18.4620 3.6257
C -9.4481 -18.0850 1.8375
I -7.4404 -19.0745 6.4364
H -9.9207 -17.3175 1.2128
H -8.7622 -18.7882 1.4952
Cl -8.0896 -13.6556 7.0602
C -7.2431 -14.7482 8.1310
Cl -8.4876 -15.9395 8.6247
C -5.8457 -15.1846 7.5337
O -5.1059 -14.3018 7.1477
O -5.6263 -16.4473 7.4347
H -7.0079 -14.1639 9.0519
O -5.4759 -16.5571 4.7939
S -6.7253 -15.6194 4.7778
C -7.3752 -15.9722 3.1056
C -6.2566 -15.4997 2.1078
C -5.3475 -14.4929 2.8595
C -6.1207 -14.0046 4.0864
H -8.3308 -15.4647 3.0593
H -7.5591 -17.0609 3.1553
H -6.7516 -15.0182 1.2595
H -5.6822 -16.3445 1.7698
H -5.0153 -13.6850 2.2341
H -4.4511 -15.0066 3.2132
H -6.9996 -13.4538 3.7160
H -5.5442 -13.4749 4.8521
C -5.5238 -22.2031 1.4173
C -5.0911 -21.2323 2.4734
C -4.8127 -21.6207 3.7918
C -4.7305 -20.6394 4.7519
N -4.8099 -19.3454 4.5225
C -4.8747 -18.9739 3.2314
C -4.9697 -19.8694 2.2047
H -5.0385 -23.1965 1.5588
H -5.2830 -21.8704 0.4459
H -6.6220 -22.3118 1.5120
H -4.8483 -22.6384 4.0965
H -4.5799 -20.8930 5.7592
H -4.8847 -17.9112 3.0493
H -5.0197 -19.5424 1.2015

The calculated total energy is -5223.70027 Ha. As for the lowest unoccupied orbital energy (alpha / beta): 0.1 / -0.5 eV. The value obtained for the energy above the lowest of the compared OMol25 structures with the same formula, charge and spin is 0.0 kJ/mol. Its spin multiplicity is 3. As for the total charge: 0. For the largest force on an atom, the calculation gives 0.0535 Eh/bohr. As for the expectation value of S²: 2.010. As for the molar mass: 1041.45 g mol⁻¹. The value obtained for the orbital gap (alpha / beta) is 0.271 / 0.250 Ha. The calculation puts the HOMO energy (alpha / beta) at -0.26600 / -0.26719 hartree.

=====

Record 2
An isolated ion of composition C5H9N2 and charge +1 at a distorted geometry, computed with wB97M-V/def2-TZVPD.

Atoms and positions in Å:
C -1.8408 -0.0700 0.5422
C 1.9738 0.1412 -0.0645
C 1.4017 -1.3707 0.0443
C 0.5667 -0.1978 -0.1939
C -0.5716 1.8440 0.1249
N -0.5229 0.4112 0.0910
N -2.2506 -1.2156 0.0084
H 2.4193 0.8598 0.6493
H 2.4980 0.2372 -0.9400
H 1.7716 -1.7917 -0.9379
H 1.4715 -2.0769 0.8709
H -1.3569 2.0670 0.8777
H 0.4477 2.1431 0.1123
H -1.0348 2.3387 -0.8063
H -3.1351 -1.6337 0.3155
H -1.8376 -1.6857 -0.6939

The calculated total energy is -305.01454 Ha. As for the lowest unoccupied orbital energy: -5.1 eV. The value obtained for the energy above the lowest of the compared OMol25 structures with the same formula, charge and spin is 565.8 kJ/mol. As for the total charge: +1. For the largest force on an atom, the calculation gives 0.0905 Eh/bohr. As for the molar mass: 97.14 g mol⁻¹. The value obtained for the orbital gap is 0.320 Ha. The calculation puts the HOMO energy at -0.50595 hartree.

=====

Record 3
C33H29N9O4SScSe as an isolated structure at a distorted geometry, computed with wB97M-V/def2-TZVPD.

Atoms and positions in Å:
Sc 0.0607 -0.4984 -0.4029
C 2.0555 -2.7024 0.9609
N 2.1166 -1.2449 0.7538
C 2.2284 -0.5503 2.0618
C 1.3628 0.6881 2.0761
C 1.7305 2.4290 0.4357
C 0.8131 3.4898 0.9397
C -0.1367 2.9797 2.0027
C -0.8008 1.6347 2.2151
N 0.1216 0.5044 2.2562
C 3.2508 -0.9118 -0.1169
C 2.9946 -1.3579 -1.5300
C 4.0475 -1.5512 -2.4109
C 3.7675 -1.8526 -3.7298
C 2.4415 -1.9479 -4.1262
C 1.4559 -1.7485 -3.1835
N 1.7155 -1.4809 -1.8961
C 0.6966 -3.0932 1.4720
C 0.5080 -4.1729 2.3213
C -0.7758 -4.4673 2.7456
C -1.8257 -3.6670 2.3202
C -1.5518 -2.6092 1.4763
N -0.3137 -2.3316 1.0502
H 2.8356 -3.0249 1.6602
H 2.2509 -3.2005 0.0093
H 3.2714 -0.3141 2.2830
H 1.8466 -1.2128 2.8367
H 2.6335 2.7758 -0.0670
H 0.6964 4.4658 0.4965
H -0.7288 3.8104 2.3710
H -1.1891 1.6956 3.2392
H 4.1833 -1.3475 0.2631
H 3.3823 0.1725 -0.1134
H 5.0647 -1.4452 -2.0590
H 4.5689 -1.9989 -4.4412
H 2.1730 -2.1593 -5.1508
H 0.4123 -1.7756 -3.4650
H 1.3583 -4.7577 2.6451
H -0.9532 -5.3017 3.4107
H -2.8414 -3.8495 2.6399
H -2.3255 -1.9388 1.1256
Se -6.7702 1.1436 -3.3428
N -5.7483 1.8434 -2.0477
C -4.7595 1.0116 -1.8458
C -3.7209 1.2197 -0.8567
C -3.6582 2.4319 -0.0602
C -2.8174 2.4804 0.9692
C -2.0312 1.2501 1.3634
N -1.6959 0.4122 0.2119
C -2.7152 0.3045 -0.7130
C -2.6639 -0.8571 -1.6048
N -1.5901 -1.6610 -1.4816
C -1.5377 -2.7948 -2.1770
C -2.5317 -3.1733 -3.0666
C -3.5970 -2.3133 -3.2647
C -3.6706 -1.1326 -2.5350
C -4.7534 -0.1680 -2.6775
N -5.7170 -0.2939 -3.5443
H -4.2782 3.2728 -0.3377
H -2.7380 3.3816 1.5633
H -2.6713 0.6498 2.0359
H -0.6600 -3.4112 -2.0181
H -2.4535 -4.1109 -3.5971
H -4.3824 -2.5413 -3.9737
C 2.5761 5.2341 2.9047
C 1.9295 3.9607 3.4344
C 1.2915 3.1296 2.3519
N 2.0085 1.9335 1.8138
H 3.0442 5.8039 3.7062
H 1.8386 5.8817 2.4277
H 3.3422 5.0031 2.1629
H 1.1913 4.1949 4.2035
H 2.6831 3.3335 3.9158
O -0.0264 0.6574 -2.2197
S 0.9361 1.7705 -2.0230
O 2.2167 1.5481 -2.6147
O 1.1524 1.3979 -0.3876
O 0.3761 3.0758 -2.0500

The calculated total energy is -5629.00839 Ha. As for the lowest unoccupied orbital energy: -2.8 eV. The value obtained for the energy above the lowest of the compared OMol25 structures with the same formula, charge and spin is 299.9 kJ/mol. As for the total charge: +1. For the largest force on an atom, the calculation gives 0.0202 Eh/bohr. As for the molar mass: 771.64 g mol⁻¹. The value obtained for the orbital gap is 0.248 Ha. The calculation puts the HOMO energy at -0.34894 hartree.

=====

Record 4
C23H21N6O8PtS3 as an isolated structure at a distorted geometry, computed with wB97M-V/def2-TZVPD.

Atoms and positions in Å:
Pt 0.6054 0.8363 0.5904
O 1.5073 -3.1476 4.2897
C 1.6261 -3.8872 3.1837
C 2.3617 -5.1023 3.1248
C 2.5334 -5.6915 1.8717
C 2.0522 -5.0944 0.6910
C 1.2561 -3.9435 0.7610
C 1.0089 -3.3275 1.9979
C 0.1737 -2.1394 2.0159
O -0.9169 -2.0483 1.4543
N 0.8716 -1.1134 2.6373
N 0.2375 0.0154 2.3378
C -0.5523 0.6869 3.2021
C -1.2673 1.7104 2.5434
C -2.3648 2.3842 3.0826
C -3.0688 3.3334 2.3691
C -2.6509 3.5264 1.0253
C -1.5290 2.9169 0.5290
N -0.8759 1.9889 1.2213
H 1.9661 -3.5668 5.0411
H 2.7654 -5.6450 3.9885
H 3.0273 -6.6370 1.7835
H 2.2169 -5.5651 -0.2347
H 0.7774 -3.4895 -0.1047
H -0.5795 0.3880 4.3057
H -2.7281 2.0944 4.0890
H -3.9297 3.9222 2.7477
H -3.1087 4.3575 0.4991
H -1.2322 3.1608 -0.4995
O 2.0398 -0.4272 -2.6407
S 2.7979 -0.5708 -1.3992
O 3.8454 -1.5324 -1.3174
O 1.9051 -0.5629 -0.0715
C 3.6447 0.9616 -1.0022
C 4.8525 0.7798 -0.2991
C 5.5633 1.9235 0.0475
C 5.0654 3.1764 -0.3437
C 3.7840 3.3047 -0.8731
C 3.0782 2.1683 -1.1745
S 1.4693 2.5740 -1.8399
O 1.5272 2.5739 -3.3166
O 1.0320 3.7635 -1.2153
O 0.5226 1.4790 -1.2906
H 5.1319 -0.2561 -0.0991
H 6.5517 1.9002 0.5347
H 5.6415 4.1182 -0.1870
H 3.4669 4.3458 -1.0917
C -4.8883 2.1672 -4.0104
C -5.2252 0.7168 -4.0850
C -4.5153 -0.1226 -3.0962
N -3.7336 0.5104 -2.2092
N -2.8804 -0.3012 -1.5280
C -3.2216 -1.6029 -1.6442
N -2.6737 -2.6207 -0.9596
S -4.5443 -1.8093 -2.9080
H -5.4402 2.6952 -4.8461
H -3.8045 2.3391 -4.0878
H -5.2331 2.6122 -3.0177
H -4.9648 0.3048 -5.0785
H -6.2920 0.4948 -3.9855
H -1.9263 -2.4320 -0.2546
H -2.7591 -3.5948 -1.2540

The calculated total energy is -3132.88251 Ha. As for the lowest unoccupied orbital energy (alpha / beta): -3.7 / -7.1 eV. The value obtained for the energy above the lowest of the compared OMol25 structures with the same formula, charge and spin is 28.1 kJ/mol. Its spin multiplicity is 5. As for the total charge: +1. For the largest force on an atom, the calculation gives 0.0725 Eh/bohr. As for the expectation value of S²: 6.055. As for the molar mass: 800.73 g mol⁻¹. The value obtained for the orbital gap (alpha / beta) is 0.226 / 0.147 Ha. The calculation puts the HOMO energy (alpha / beta) at -0.36043 / -0.40732 hartree.